No. 1
{"formula": "C27H54BrI2O7P", "method": "wB97M-V/def2-TZVPD", "e_homo_ev": -7.78, "fmax_ha_per_bohr": 0.0571, "homo_lumo_gap_ev": 8.2, "lumo_ha": 0.0164, "elements": ["C", "C", "Br", "C", "P", "C", "I", "C", "C", "I", "H", "H", "H", "H", "H", "H", "H", "H", "H", "H", "H", "H", "C", "C", "O", "C", "H", "H", "H", "H", "H", "H", "C", "C", "O", "C", "H", "H", "H", "H", "H", "H", "C", "C", "O", "C", "H", "H", "H", "H", "H", "H", "C", "C", "O", "C", "H", "H", "H", "H", "H", "H", "C", "C", "O", "C", "H", "H", "H", "H", "H", "H", "C", "C", "O", "C", "H", "H", "H", "H", "H", "H", "C", "C", "O", "C", "H", "H", "H", "H", "H", "H"], "xyz": [[4.00975, 0.93554, 0.52827], [2.39180, 0.67288, 0.85812], [2.29458, 0.14640, 2.78467], [1.65687, 2.13100, 0.71309], [-0.06442, 2.09384, -0.11226], [-1.29773, 0.94248, 0.78217], [-0.78918, -1.19396, 0.69678], [-2.74604, 1.09774, -0.03926], [-3.91881, 0.09603, 0.51684], [-2.39365, 0.52823, -2.15205], [4.52383, -0.11331, 0.40407], [4.11747, 1.48342, -0.51763], [4.52960, 1.57138, 1.38184], [2.03591, -0.13978, 0.09479], [2.35467, 2.78648, 0.00053], [1.66154, 2.71117, 1.75579], [-0.60541, 3.44086, 0.10392], [-1.51477, 1.21039, 1.90067], [-3.01114, 2.23965, 0.00502], [-3.97596, -0.85132, -0.20664], [-3.63943, -0.22640, 1.60985], [-4.93780, 0.71512, 0.45714], [-5.09816, 2.53416, -4.48936], [-4.02475, 3.24021, -5.27385], [-2.99324, 3.63492, -4.73257], [-4.26221, 3.44452, -6.74615], [-4.79050, 2.45759, -3.44102], [-6.03008, 3.10287, -4.53978], [-5.24544, 1.52616, -4.88527], [-5.15685, 4.05383, -6.89716], [-4.37227, 2.47710, -7.24257], [-3.40449, 3.96707, -7.18297], [2.84852, -3.66455, 0.46206], [2.84397, -2.91894, -0.84568], [2.38978, -1.77899, -0.92924], [3.41671, -3.62202, -2.04713], [2.40499, -3.03456, 1.24047], [2.25524, -4.57788, 0.37103], [3.87536, -3.90464, 0.74921], [2.84874, -4.53345, -2.25001], [4.46883, -3.86024, -1.87174], [3.34707, -2.96410, -2.91996], [-10.03215, 3.97158, -3.64275], [-8.70417, 3.84856, -2.94455], [-7.64684, 3.88929, -3.57160], [-8.71992, 3.67390, -1.44955], [-9.86662, 4.09255, -4.71862], [-10.62302, 3.06682, -3.47928], [-10.56777, 4.84850, -3.27040], [-9.25229, 2.75585, -1.18833], [-9.19710, 4.53752, -0.97953], [-7.69089, 3.59892, -1.08210], [-11.41981, 2.48028, 1.99166], [-11.94732, 3.04212, 0.69852], [-11.19195, 3.52724, -0.14222], [-13.43471, 2.98735, 0.47385], [-10.33011, 2.58748, 2.01612], [-11.84436, 3.02936, 2.83588], [-11.66863, 1.41852, 2.06428], [-13.94906, 3.55906, 1.25041], [-13.77327, 1.94821, 0.47889], [-13.67101, 3.42826, -0.50047], [5.80454, -5.92297, 3.02546], [4.35163, -5.66651, 3.32451], [3.54882, -5.41880, 2.42622], [3.91901, -5.72497, 4.76507], [5.97143, -5.84818, 1.94560], [6.42464, -5.17626, 3.52779], [6.07932, -6.92877, 3.35312], [4.45506, -4.96942, 5.34494], [4.10982, -6.72192, 5.17021], [2.84511, -5.51986, 4.83006], [8.66944, -3.10671, 1.70003], [9.18159, -4.49222, 1.99023], [8.43899, -5.36837, 2.43032], [10.63739, -4.76424, 1.72106], [7.60239, -3.05629, 1.94172], [9.20229, -2.37726, 2.31518], [8.79913, -2.87734, 0.63934], [11.25796, -4.10868, 2.33716], [10.85474, -4.60867, 0.66133], [10.86546, -5.80454, 1.97660], [8.21118, 2.16691, 2.13850], [8.89423, 0.98488, 1.50415], [9.38328, 0.08719, 2.18808], [8.95565, 0.94367, 0.00071], [8.24249, 2.06228, 3.22827], [8.72894, 3.08838, 1.86054], [7.16622, 2.20669, 1.82073], [9.50661, 1.81062, -0.37253], [7.94388, 0.92899, -0.41227], [9.47689, 0.03411, -0.31638]]}


No. 2
{"formula": "C27H54F9N6O5S", "method": "wB97M-V/def2-TZVPD", "e_homo_ev": [-8.30, -9.26], "fmax_ha_per_bohr": 0.0280, "multiplicity": 2, "homo_lumo_gap_ev": [8.4, 9.3], "lumo_ha": [0.0022, 0.0022], "elements": ["C", "N", "C", "C", "C", "C", "C", "F", "F", "C", "F", "F", "S", "F", "F", "F", "F", "F", "C", "C", "C", "C", "N", "O", "C", "C", "C", "C", "H", "H", "H", "H", "H", "H", "H", "H", "H", "H", "H", "H", "H", "H", "H", "H", "H", "H", "H", "H", "H", "H", "H", "H", "H", "H", "C", "C", "O", "N", "C", "H", "H", "H", "H", "H", "H", "H", "C", "C", "O", "N", "C", "H", "H", "H", "H", "H", "H", "H", "C", "C", "O", "N", "C", "H", "H", "H", "H", "H", "H", "H", "C", "C", "O", "N", "C", "H", "H", "H", "H", "H", "H", "H"], "xyz": [[3.84016, -5.27967, 0.61670], [2.72996, -5.26223, -0.33132], [2.78982, -4.18967, -1.32504], [2.04029, -2.88607, -0.91984], [0.70717, -3.33086, -0.28058], [-0.40153, -2.27252, -0.29183], [-1.45191, -2.42414, -1.39318], [-1.05628, -3.33515, -2.33749], [-1.62296, -1.25538, -2.06716], [-2.82763, -2.96935, -0.89762], [-3.48305, -3.57004, -1.93176], [-2.59424, -3.92526, 0.05283], [-3.99155, -1.65338, -0.17729], [-3.93001, -2.29420, 1.27577], [-2.77185, -0.72149, 0.20221], [-4.11461, -0.97043, -1.59987], [-5.25134, -2.57158, -0.50087], [-4.97045, -0.54440, 0.38507], [1.84357, -2.08340, -2.22922], [2.56884, -0.72948, -2.27712], [1.95019, 0.08648, -3.42412], [4.05635, -0.85564, -2.61768], [2.34725, 0.03071, -1.02920], [1.20618, 0.60974, -0.96245], [2.80400, -0.62013, 0.22161], [4.19139, -0.01433, 0.58086], [1.89113, -0.30990, 1.40599], [2.95982, -2.15022, 0.07951], [3.58626, -4.71228, 1.50950], [4.76899, -4.87048, 0.20823], [4.04872, -6.29569, 0.93716], [2.74537, -6.13741, -0.83172], [2.38517, -4.56760, -2.26091], [3.83660, -3.92819, -1.52065], [0.37651, -4.28329, -0.67577], [0.93584, -3.53558, 0.76216], [-0.92811, -2.33826, 0.65706], [-0.02342, -1.25704, -0.35368], [0.80503, -1.88600, -2.45662], [2.24672, -2.66340, -3.05595], [2.29105, -0.29738, -4.38072], [2.17748, 1.14153, -3.31837], [0.86784, 0.00124, -3.41719], [4.44699, 0.15411, -2.73499], [4.63317, -1.30619, -1.81617], [4.18169, -1.37938, -3.55619], [4.69092, 0.41900, -0.27603], [4.82041, -0.74640, 1.07828], [4.03034, 0.79817, 1.28098], [2.49296, -0.47289, 2.29837], [1.03716, -0.97415, 1.48303], [1.59046, 0.73055, 1.42735], [3.99328, -2.37493, -0.16261], [2.79744, -2.56149, 1.07306], [5.87672, 4.46465, 2.75419], [5.10841, 3.64414, 1.74726], [5.63291, 2.76275, 1.08328], [3.78592, 3.91670, 1.60135], [2.99386, 4.91118, 2.30081], [6.90864, 4.12823, 2.75557], [5.85096, 5.52223, 2.48921], [5.45699, 4.33401, 3.75279], [3.32729, 3.33705, 0.91603], [2.18746, 4.42046, 2.84383], [2.56017, 5.61045, 1.58198], [3.60071, 5.45995, 3.01023], [0.71612, 4.62673, 5.69612], [1.80695, 3.58318, 5.76036], [2.92992, 3.79411, 5.33033], [1.49363, 2.38544, 6.31781], [0.22403, 1.95622, 6.87564], [1.12042, 5.51879, 5.22833], [-0.12701, 4.26914, 5.10380], [0.36725, 4.88267, 6.69679], [2.26323, 1.73541, 6.32992], [0.34819, 1.69061, 7.92652], [-0.14299, 1.07998, 6.33906], [-0.51618, 2.74469, 6.80120], [-5.49585, -3.23933, -6.99765], [-5.51082, -1.76044, -6.68670], [-5.68698, -0.91999, -7.55169], [-5.31759, -1.39486, -5.39121], [-5.09374, -2.24695, -4.23619], [-5.66187, -3.36679, -8.06233], [-4.53297, -3.67924, -6.73554], [-6.28637, -3.75667, -6.45293], [-5.33775, -0.39786, -5.24997], [-5.87924, -2.08161, -3.49678], [-4.13428, -2.00756, -3.78831], [-5.09599, -3.29333, -4.52088], [-6.06221, 5.33233, 0.67052], [-5.97768, 4.19050, 1.65675], [-6.26726, 4.32885, 2.83264], [-5.56041, 2.98616, 1.18194], [-5.17269, 2.63486, -0.17168], [-6.40662, 6.21562, 1.19820], [-5.08408, 5.54039, 0.23548], [-6.76774, 5.10152, -0.12828], [-5.52680, 2.26715, 1.88672], [-5.81742, 1.83865, -0.54620], [-4.14182, 2.27591, -0.17821], [-5.24896, 3.48933, -0.83459]]}


No. 3
{"formula": "C27H54Mg2O31P", "method": "wB97M-V/def2-TZVPD", "charge": 1, "e_homo_ev": -10.74, "fmax_ha_per_bohr": 0.2251, "homo_lumo_gap_ev": 4.3, "lumo_ha": -0.2379, "elements": ["Mg", "Mg", "P", "O", "O", "O", "O", "C", "O", "C", "O", "O", "C", "H", "H", "H", "H", "H", "H", "C", "O", "C", "O", "O", "C", "H", "H", "H", "H", "H", "H", "C", "O", "C", "O", "O", "C", "H", "H", "H", "H", "H", "H", "C", "O", "C", "O", "O", "C", "H", "H", "H", "H", "H", "H", "C", "O", "C", "O", "O", "C", "H", "H", "H", "H", "H", "H", "C", "O", "C", "O", "O", "C", "H", "H", "H", "H", "H", "H", "C", "O", "C", "O", "O", "C", "H", "H", "H", "H", "H", "H", "C", "O", "C", "O", "O", "C", "H", "H", "H", "H", "H", "H", "C", "O", "C", "O", "O", "C", "H", "H", "H", "H", "H", "H"], "xyz": [[2.55762, -1.77570, 1.35821], [0.28189, 1.93018, 3.40962], [0.27318, -0.14115, 0.93886], [-0.71069, 0.97014, 1.31923], [0.15818, -1.71131, 0.96075], [1.10257, -0.10311, 2.17931], [1.61575, 0.01027, 0.23896], [5.68370, 1.62481, 1.67977], [6.54776, 0.94662, 2.57440], [6.27536, -0.30295, 2.85982], [5.25991, -0.85828, 2.50007], [7.30868, -0.79725, 3.55240], [7.19452, -2.14614, 3.90268], [6.17530, 2.55991, 1.41140], [4.70574, 1.70840, 2.15379], [5.31102, 1.08904, 0.80675], [6.43689, -2.36710, 4.65453], [8.08705, -2.53286, 4.39457], [6.91235, -2.73482, 3.02979], [-3.33879, -3.65668, -3.26226], [-2.90140, -4.09519, -4.54676], [-3.79502, -4.12546, -5.55401], [-4.94649, -3.75392, -5.34670], [-3.11582, -4.57965, -6.63848], [-3.90922, -5.10835, -7.70030], [-2.41322, -3.28454, -2.82302], [-3.55735, -4.53153, -2.64994], [-4.02528, -2.81261, -3.32870], [-4.82947, -4.55772, -7.89534], [-4.04473, -6.16113, -7.45246], [-3.34717, -5.11992, -8.63414], [6.72815, -1.84553, -1.90802], [5.80226, -2.69727, -2.58747], [4.59545, -3.06831, -2.07734], [4.20305, -2.90031, -0.92930], [3.81931, -3.57810, -3.02969], [2.55033, -4.09426, -2.67359], [6.44357, -0.88838, -1.47101], [7.58535, -1.59229, -2.53187], [7.26074, -2.31960, -1.08358], [1.93832, -3.22236, -2.44262], [2.50113, -4.79767, -1.84239], [2.18354, -4.49630, -3.61801], [1.62716, 5.08733, -0.78743], [2.68101, 6.04051, -1.14628], [3.29096, 6.80186, -0.21690], [2.99190, 6.71529, 0.95376], [4.19715, 7.77019, -0.80663], [4.54517, 7.67942, -2.15332], [1.67871, 4.69064, 0.22651], [1.77756, 4.18896, -1.38611], [0.58903, 5.38196, -0.94101], [4.95619, 6.71644, -2.45635], [5.20518, 8.47279, -2.50412], [3.65483, 7.70296, -2.78169], [-8.05672, -3.93039, 1.49016], [-7.07705, -4.71567, 2.17864], [-5.92465, -4.24042, 2.65066], [-5.21784, -4.99036, 3.31397], [-5.55739, -3.11017, 2.12346], [-4.27799, -2.55026, 2.15980], [-8.92623, -4.54095, 1.24671], [-7.73575, -3.69282, 0.47594], [-8.41425, -3.08431, 2.07705], [-3.69601, -3.09943, 1.41966], [-3.94134, -2.44300, 3.19095], [-4.34294, -1.56878, 1.69016], [0.61923, 0.45076, -5.20415], [1.87445, 0.76715, -4.64362], [2.99605, 0.65272, -5.39301], [3.08322, -0.08537, -6.31751], [3.97545, 1.40852, -4.84456], [3.87966, 2.14020, -3.71293], [-0.13095, 0.42105, -4.41392], [0.60875, -0.58605, -5.54032], [0.13314, 1.01258, -6.00175], [3.74109, 1.48006, -2.85671], [3.02350, 2.80882, -3.80263], [4.78497, 2.73336, -3.58374], [-3.58276, 5.66141, 1.21556], [-3.50205, 6.89913, 0.41968], [-2.40958, 7.58877, 0.49112], [-1.46820, 7.43425, 1.23279], [-2.52470, 8.64577, -0.40681], [-1.44349, 9.49615, -0.57696], [-2.95149, 4.92259, 0.72186], [-4.54877, 5.15712, 1.24027], [-3.26799, 5.85910, 2.24022], [-2.05872, 10.17091, -1.17218], [-0.55616, 9.05479, -1.03078], [-1.10120, 9.90883, 0.37205], [-9.35441, 0.97061, 4.02507], [-7.96047, 0.71297, 4.30590], [-7.03563, 1.67545, 4.29058], [-7.20366, 2.90072, 4.15155], [-5.85179, 1.14017, 4.59158], [-4.68091, 1.92306, 4.53659], [-9.80754, 0.00265, 3.81103], [-9.36358, 1.39453, 3.02092], [-9.85009, 1.48510, 4.84829], [-4.84773, 2.86944, 5.05102], [-4.65080, 2.05823, 3.45542], [-3.78561, 1.36258, 4.80568], [0.61953, -4.55080, 4.63714], [1.45164, -5.62785, 4.08619], [2.49556, -5.41055, 3.33868], [2.85738, -4.26522, 3.02849], [2.99893, -6.61789, 2.83323], [4.03017, -6.59658, 1.77452], [0.57525, -3.67127, 3.99484], [1.12529, -4.25042, 5.55480], [-0.33430, -4.99974, 4.91419], [4.51420, -7.57114, 1.83817], [4.72987, -5.78326, 1.96698], [3.56502, -6.51718, 0.79196]]}


No. 4
{"formula": "C27H54O21", "method": "wB97M-V/def2-TZVPD", "e_homo_ev": -9.65, "fmax_ha_per_bohr": 0.0847, "homo_lumo_gap_ev": 9.8, "e_above_lowest_ev": 3.063, "lumo_ha": 0.0059, "smiles": "COC(=O)OC.COC(=O)OC.COC(=O)OC.COC(=O)OC.COC(=O)OC.COC(=O)OC.CC(C)=O.CC(C)=O.CC(C)=O", "elements": ["C", "O", "C", "O", "O", "C", "H", "H", "H", "H", "H", "H", "C", "O", "C", "O", "O", "C", "H", "H", "H", "H", "H", "H", "C", "O", "C", "O", "O", "C", "H", "H", "H", "H", "H", "H", "C", "O", "C", "O", "O", "C", "H", "H", "H", "H", "H", "H", "C", "O", "C", "O", "O", "C", "H", "H", "H", "H", "H", "H", "C", "O", "C", "O", "O", "C", "H", "H", "H", "H", "H", "H", "C", "C", "O", "C", "H", "H", "H", "H", "H", "H", "C", "C", "O", "C", "H", "H", "H", "H", "H", "H", "C", "C", "O", "C", "H", "H", "H", "H", "H", "H"], "xyz": [[3.25879, 4.01814, -5.91112], [1.90840, 3.92749, -5.61462], [1.42828, 4.38914, -4.40893], [2.08000, 4.91167, -3.47585], [0.12627, 4.21504, -4.45813], [-0.79673, 4.65743, -3.52733], [3.35752, 3.55494, -6.89285], [3.93159, 3.53449, -5.20294], [3.52323, 5.06361, -6.06975], [-1.80473, 4.26736, -3.66835], [-0.93841, 5.73783, -3.55490], [-0.52637, 4.39115, -2.50552], [9.10152, 5.22911, 0.30663], [10.40212, 5.17935, 0.93208], [11.03679, 6.37597, 1.17862], [10.64399, 7.46979, 0.73971], [12.20595, 6.16440, 1.73036], [13.29460, 7.15065, 1.73453], [8.77447, 4.30237, -0.16485], [9.17483, 6.05305, -0.40319], [8.29576, 5.46502, 1.00176], [12.86721, 8.12685, 1.96361], [13.79281, 7.11082, 0.76587], [14.12417, 6.89877, 2.39518], [-7.89140, -2.50325, 3.44952], [-6.77499, -3.36666, 3.19140], [-5.95379, -3.69331, 4.16559], [-6.01863, -3.27509, 5.32296], [-5.13861, -4.75095, 3.83359], [-4.92615, -5.26075, 2.49855], [-7.44747, -1.55214, 3.74350], [-8.61140, -2.91514, 4.15666], [-8.58647, -2.41721, 2.61432], [-4.51780, -6.26841, 2.57585], [-4.22935, -4.57690, 2.01386], [-5.88826, -5.38254, 2.00094], [3.21387, 5.03245, 8.51772], [2.41170, 3.99212, 7.99708], [1.08878, 4.16165, 7.75676], [0.42325, 5.20248, 8.03758], [0.65148, 3.11946, 7.09468], [-0.66398, 3.00510, 6.58917], [4.22825, 4.87763, 8.15007], [3.24179, 4.86268, 9.59406], [2.83032, 6.01756, 8.25209], [-0.71945, 3.62280, 5.69280], [-1.35830, 3.23674, 7.39685], [-0.83209, 2.00737, 6.18375], [-1.57726, -6.47460, -5.20114], [-0.68768, -7.47810, -5.62054], [-1.13872, -8.26263, -6.66569], [-2.31239, -8.24662, -7.11568], [-0.16615, -9.11823, -6.99611], [-0.41768, -10.01830, -8.06650], [-2.39245, -6.98847, -4.69172], [-2.05967, -5.80382, -5.91208], [-1.07854, -5.88075, -4.43516], [-1.44993, -10.35913, -7.98663], [0.28859, -10.84835, -8.04883], [-0.24573, -9.67494, -9.08662], [-7.76450, 5.24022, 3.67668], [-6.96791, 4.35857, 2.87077], [-7.11736, 4.18515, 1.58870], [-6.49015, 3.33987, 1.01038], [-8.10678, 5.00059, 1.07713], [-8.59160, 4.89411, -0.30622], [-7.64905, 6.25477, 3.29529], [-7.38789, 5.29954, 4.69782], [-8.81664, 4.95554, 3.67004], [-8.52163, 3.86810, -0.66748], [-7.89774, 5.36022, -1.00580], [-9.59893, 5.22537, -0.55853], [2.20942, 0.95025, 0.66632], [1.37755, -0.25522, 0.99100], [1.80165, -1.29164, 1.48554], [-0.02397, -0.07191, 0.58365], [3.00959, 0.83900, 1.39807], [1.75335, 1.92720, 0.82653], [2.51591, 0.88908, -0.37791], [-0.61650, -0.74451, 1.20383], [-0.23758, -0.19220, -0.47842], [-0.37783, 0.93532, 0.80357], [-6.68524, -1.59908, -3.93086], [-7.38315, -2.89072, -4.43672], [-7.32382, -3.93596, -3.77851], [-8.21500, -2.87666, -5.71195], [-7.43298, -1.09415, -3.31928], [-6.31420, -0.95718, -4.72987], [-5.84357, -1.86799, -3.29259], [-8.94095, -2.06604, -5.77506], [-8.75127, -3.82081, -5.80723], [-7.58545, -2.81711, -6.59976], [9.06292, -7.99813, 1.51734], [8.62253, -6.78533, 0.73959], [9.09505, -6.46097, -0.35399], [7.53713, -5.94994, 1.35159], [8.30484, -8.33168, 2.22597], [9.86512, -7.76114, 2.21620], [9.33975, -8.89276, 0.95958], [7.28088, -6.14034, 2.39379], [6.62790, -6.06034, 0.76064], [7.68215, -4.87677, 1.22761]]}